[1]
Entry from the Open Molecules 2025 dataset: a 5-piece molecular cluster, C15H40O21P4 overall (the ωB97M-V functional and the def2-TZVPD basis).

Last column: Mulliken charge in e.
Atoms and positions in Å:
O: 2.02 -0.63 1.07  -0.466
C: 2.82 0.24 1.07  0.575
O: 2.49 1.42 0.47  -0.402
C: 4.22 0.10 1.69  -0.544
O: 4.24 0.63 3.02  -0.277
C: 4.94 1.79 3.04  0.601
O: 4.38 2.82 3.20  -0.332
O: 6.29 1.76 2.89  -0.446
H: 3.26 1.76 0.01  0.290
H: 4.52 -0.94 1.72  0.304
H: 4.89 0.66 1.03  0.329
H: 6.52 1.79 1.96  0.343
C: 0.42 3.42 2.16  -0.405
O: -0.18 4.32 1.24  -0.439
P: -1.80 4.64 1.47  1.166
O: -1.87 4.76 2.95  -0.659
O: -2.23 3.16 0.92  -0.411
C: -1.77 2.75 -0.39  -0.453
O: -3.28 5.31 1.11  -0.403
C: -4.12 4.80 0.06  -0.535
H: 1.32 3.02 1.70  0.039
H: 0.70 3.94 3.08  0.306
H: -0.24 2.58 2.39  0.322
H: -0.98 2.02 -0.27  -0.108
H: -1.40 3.60 -0.97  0.408
H: -2.60 2.29 -0.92  0.385
H: -4.56 3.85 0.37  0.229
H: -3.57 4.68 -0.87  0.284
H: -4.92 5.52 -0.10  0.276
C: -0.57 -0.79 -1.08  -0.524
O: -1.04 -1.50 -2.23  -0.505
P: -2.67 -1.37 -2.54  1.053
O: -2.93 0.06 -2.24  -0.549
O: -3.05 -2.36 -1.29  -0.372
C: -2.44 -3.66 -1.24  -0.857
O: -4.09 -1.70 -3.35  -0.437
C: -4.79 -2.94 -3.19  -0.491
H: 0.38 -1.23 -0.79  0.207
H: -0.41 0.25 -1.33  0.289
H: -1.27 -0.88 -0.25  0.386
H: -1.67 -3.67 -0.47  0.285
H: -1.99 -3.93 -2.20  0.415
H: -3.21 -4.39 -0.99  0.304
H: -5.28 -2.97 -2.22  0.265
H: -4.13 -3.79 -3.31  0.269
H: -5.55 -2.99 -3.97  0.301
C: 10.77 6.16 2.91  -0.637
O: 9.74 5.18 2.83  -0.422
P: 8.17 5.76 2.84  1.260
O: 8.29 6.96 1.97  -0.703
O: 8.25 6.12 4.44  -0.381
C: 8.62 5.07 5.35  -0.800
O: 6.51 5.64 2.85  -0.335
C: 5.78 5.28 4.03  -0.459
H: 11.67 5.64 3.26  0.245
H: 10.96 6.58 1.93  0.255
H: 10.52 6.95 3.62  0.324
H: 9.64 5.24 5.70  0.255
H: 8.55 4.09 4.89  0.393
H: 7.95 5.11 6.21  0.306
H: 5.77 6.10 4.74  0.288
H: 6.18 4.38 4.48  0.199
H: 4.75 5.08 3.73  0.230
C: -4.51 -8.20 -2.89  -0.590
O: -5.15 -8.24 -4.16  -0.456
P: -6.29 -7.07 -4.46  1.029
O: -5.65 -5.87 -3.85  -0.443
O: -7.35 -7.82 -3.44  -0.355
C: -7.67 -9.19 -3.70  -0.845
O: -7.52 -6.28 -5.25  -0.391
C: -8.85 -6.80 -5.34  -0.560
H: -4.10 -9.19 -2.71  0.261
H: -3.71 -7.48 -2.89  0.224
H: -5.23 -7.97 -2.09  0.319
H: -7.17 -9.82 -2.96  0.241
H: -7.37 -9.51 -4.70  0.428
H: -8.75 -9.32 -3.60  0.300
H: -9.35 -6.71 -4.38  0.248
H: -8.85 -7.84 -5.68  0.287
H: -9.39 -6.21 -6.08  0.272

Net charge = 0
Highest occupied orbital energy = -0.3479 Eh
Structure (SMILES) = O=C(O)COC(=O)O.COP(=O)(OC)OC.COP(=O)(OC)OC.COP(=O)(OC)OC.COP(=O)(OC)OC
Energy above the lowest of the compared OMol25 structures with the same formula, charge and spin = 0.0 kcal per mole


[2]
Entry from the Open Molecules 2025 dataset: an isolated ion of composition C2H8N4O and charge +2 (the ωB97M-V functional and the def2-TZVPD basis).

Last column: Mulliken charge in e.
Atoms and positions in Å:
C: -0.11 -0.84 -0.13  0.591
C: 0.18 0.59 0.19  0.156
N: -1.33 -1.27 -0.01  -0.289
N: 0.67 1.10 1.26  -0.148
N: 0.88 -1.59 -0.55  -0.279
N: -0.06 1.59 -1.01  -0.031
O: 0.03 2.88 -0.59  -0.399
H: -2.10 -0.70 0.35  0.278
H: -1.57 -2.23 -0.24  0.252
H: 0.94 0.57 2.09  0.303
H: 0.78 2.12 1.31  0.309
H: 1.82 -1.23 -0.69  0.279
H: 0.74 -2.56 -0.82  0.257
H: -0.82 1.37 -1.65  0.319
H: 0.50 3.42 -1.26  0.401

Net charge = +2
Highest occupied orbital energy = -0.7054 Eh
Energy above the lowest of the compared OMol25 structures with the same formula, charge and spin = 13.6 kcal per mole


[3]
Entry from the Open Molecules 2025 dataset: C4H5CsO2 as an isolated structure (the ωB97M-V functional and the def2-TZVPD basis).

Last column: Mulliken charge in e.
Atoms and positions in Å:
H: 0.29 -1.89 -3.24  0.215
C: 1.21 -2.78 -2.21  -0.440
C: 0.18 -1.82 -1.97  0.274
O: -0.66 -1.69 -1.12  -0.444
Cs: -3.74 1.28 0.11  0.996
H: 2.18 -2.38 -2.51  0.502
O: 1.90 -4.35 0.09  -0.276
C: 1.54 -4.14 -1.07  0.526
C: 1.06 -4.67 -2.24  -0.460
H: 2.14 -3.54 0.60  0.450
H: -0.01 -4.94 -2.27  0.321
H: 1.76 -5.17 -2.92  0.336

Net charge = +2
Highest occupied orbital energy = -0.5958 Eh
Energy above the lowest of the compared OMol25 structures with the same formula, charge and spin = 73.0 kcal per mole


[4]
Entry from the Open Molecules 2025 dataset: a 2-piece molecular cluster, C3H7O3 overall (the ωB97M-V functional and the def2-TZVPD basis).

Last column: Mulliken charge in e.
Atoms and positions in Å:
O: -0.47 1.02 0.55  -0.736
C: 0.19 0.31 -0.26  0.373
O: 1.07 0.74 -1.03  -0.725
C: -0.24 -1.16 -0.29  -0.175
C: 0.96 -2.08 -0.67  -1.123
H: -0.53 -1.51 0.69  0.274
H: -0.89 -1.20 -1.16  0.175
H: 1.41 -1.84 -1.63  0.286
H: 1.80 -2.04 0.03  0.309
H: 0.63 -3.12 -0.69  0.334
H: -2.01 3.96 1.36  0.280
H: -0.73 3.13 1.29  0.399
O: -1.18 3.80 1.82  -0.671

Net charge = -1
Highest occupied orbital energy = -0.1492 Eh
Energy above the lowest of the compared OMol25 structures with the same formula, charge and spin = 10.6 kcal per mole


[5]
Entry from the Open Molecules 2025 dataset: one molecule with the formula C5H8N2 (the ωB97M-V functional and the def2-TZVPD basis).

Last column: Mulliken charge in e.
Atoms and positions in Å:
C: 1.71 -0.48 -0.79  -1.156
C: 0.79 0.20 0.18  -0.139
C: -0.25 1.19 -0.29  -0.706
N: -1.02 0.81 0.98  -0.308
C: -0.33 -0.55 0.85  0.147
C: -1.23 -1.39 -0.01  0.031
N: -1.76 -2.09 -0.77  -0.471
H: 1.21 -1.01 -1.62  0.331
H: 2.40 0.25 -1.24  0.315
H: 2.35 -1.21 -0.27  0.305
H: -0.60 1.29 1.77  0.383
H: -0.94 0.90 -1.11  0.277
H: -0.04 2.27 -0.36  0.322
H: -2.05 0.84 0.99  0.297
H: -0.19 -1.08 1.80  0.374

Net charge = 0
Highest occupied orbital energy = -0.2438 Eh
Energy above the lowest of the compared OMol25 structures with the same formula, charge and spin = 98.6 kcal per mole


[6]
Entry from the Open Molecules 2025 dataset: C19H22N6PPt as an isolated structure (the ωB97M-V functional and the def2-TZVPD basis).

Last column: Mulliken charge in e.
Atoms and positions in Å:
Pt: -1.20 -0.39 -0.57  0.302
C: 4.37 -0.31 0.04  -0.776
N: 3.07 -0.66 -0.56  0.149
C: 2.90 -1.48 -1.63  -0.551
C: 1.56 -1.54 -1.87  -0.372
N: 0.91 -0.76 -0.96  0.013
C: 1.85 -0.24 -0.16  0.154
P: 1.56 0.88 1.24  -0.203
C: 0.27 -0.12 2.04  0.228
N: -0.81 -0.60 1.41  0.282
C: -1.57 -1.29 2.32  -0.430
C: -0.92 -1.24 3.52  -0.488
N: 0.21 -0.50 3.33  0.149
C: 1.21 -0.20 4.37  -0.770
C: 0.33 1.95 0.41  0.202
N: -0.74 1.53 -0.27  0.265
C: -1.45 2.62 -0.71  -0.355
C: -0.77 3.72 -0.31  -0.574
N: 0.33 3.29 0.39  0.152
C: 1.33 4.18 1.00  -0.772
H: 5.15 -0.80 -0.54  0.324
H: 4.53 0.77 -0.01  0.343
H: 4.41 -0.65 1.07  0.332
H: 3.73 -1.94 -2.14  0.451
H: 1.04 -2.09 -2.64  0.401
H: -2.49 -1.79 2.07  0.424
H: -1.19 -1.65 4.47  0.466
H: 0.82 -0.58 5.32  0.331
H: 2.15 -0.70 4.14  0.333
H: 1.35 0.87 4.45  0.340
H: -2.36 2.56 -1.28  0.394
H: -0.98 4.77 -0.46  0.463
H: 1.02 5.21 0.83  0.331
H: 1.39 3.99 2.07  0.338
H: 2.30 4.02 0.54  0.339
C: -3.36 -0.21 -0.54  -0.897
C: -2.95 -1.03 -1.64  1.216
C: -2.31 -0.37 -2.73  -0.501
C: -1.62 -1.14 -3.70  -0.389
C: -1.46 -2.50 -3.54  -0.836
C: -1.93 -3.12 -2.37  -0.205
C: -2.62 -2.39 -1.40  -0.754
H: -3.79 -0.74 0.30  0.350
H: -3.73 0.79 -0.69  0.327
H: -2.55 0.66 -2.95  0.515
H: -1.25 -0.65 -4.60  0.503
H: -0.97 -3.09 -4.30  0.484
H: -1.78 -4.18 -2.24  0.496
H: -3.02 -2.88 -0.52  0.475

Net charge = +3
Highest occupied orbital energy = -0.6714 Eh


[7]
Entry from the Open Molecules 2025 dataset: an isolated ion of composition C6H12N3 and charge +1 (the ωB97M-V functional and the def2-TZVPD basis).

Last column: Mulliken charge in e.
Atoms and positions in Å:
C: 1.05 -0.56 1.19  0.369
C: 1.24 -1.72 1.89  -0.599
C: -1.57 0.08 -1.33  0.596
C: -1.26 -0.36 -2.77  -1.260
C: -2.91 0.84 -1.31  -1.045
C: 2.78 0.84 2.25  -0.893
N: -0.27 -0.63 0.59  -0.274
N: -0.76 -0.09 -0.36  0.296
N: 2.05 0.45 1.02  -0.191
H: 2.19 -1.95 2.40  0.306
H: 0.45 -2.35 2.27  0.294
H: -2.12 -0.62 -3.29  0.408
H: -0.64 -1.21 -2.91  0.391
H: -0.91 0.52 -3.23  0.382
H: -2.88 1.73 -1.98  0.334
H: -3.52 1.13 -0.32  0.320
H: -3.67 0.21 -1.92  0.338
H: 2.09 0.65 3.06  0.358
H: 3.70 0.21 2.40  0.251
H: 2.95 1.88 2.20  0.359
H: 2.01 0.95 0.14  0.262

Net charge = +1
Highest occupied orbital energy (alpha / beta) = -0.4672 / -0.4672 Eh
Structure (SMILES) = C=C(N=[N+]=C(C)C)NC
Energy above the lowest of the compared OMol25 structures with the same formula, charge and spin = 120.7 kcal per mole


[8]
Entry from the Open Molecules 2025 dataset: a 2-piece molecular cluster, C5H12N2O overall (the ωB97M-V functional and the def2-TZVPD basis).

Last column: Mulliken charge in e.
Atoms and positions in Å:
C: -0.23 0.74 0.90  1.554
C: 1.10 -1.39 -1.53  -0.116
C: 1.28 0.63 0.93  -1.747
N: -0.60 1.98 0.33  -0.681
N: -0.79 0.71 2.20  -0.685
O: 0.46 -1.42 -2.80  -0.525
H: -0.49 -1.34 -2.67  0.297
H: -1.61 1.97 0.16  0.317
H: -0.15 2.09 -0.58  0.245
H: -1.10 -0.23 2.42  0.243
H: -0.13 0.97 2.92  0.244
H: 1.68 -0.47 -1.49  0.059
H: 1.83 -2.21 -1.49  0.291
H: 1.74 0.92 -0.02  0.340
H: 1.60 -0.37 1.25  0.341
H: 1.72 1.37 1.61  0.468
C: -1.27 -0.42 0.05  -1.114
C: -2.28 -0.86 -0.46  -0.043
H: -3.06 -1.22 -1.09  0.450
H: 0.29 -1.43 -0.64  0.062

Net charge = 0
Highest occupied orbital energy = -0.3553 Eh
Structure (SMILES) = C#CC(C)(N)N.CO
Energy above the lowest of the compared OMol25 structures with the same formula, charge and spin = 116.0 kcal per mole


For the records above, the corresponding energy values read -3540.8970, -374.5566, -325.2332, -344.2934, -304.6783, -1525.4291, -399.6887, -382.3177 a.u..